The following is a DFT calculation (ωB97M-V/def2-TZVPD) of a cluster of 2 separate species, C4H10O2 in total.

ORCA input file:
```
! RIJCOSX wB97M-V def2-TZVPD def2/J DEFGRID3
* xyz 0 1
C 0.9719 1.5724 1.5978
C 0.5334 0.1342 1.3537
C 0.2259 -0.1523 -0.1036
C -0.7737 -1.2427 -0.3970
O 0.7526 0.4948 -0.9933
H 1.3053 1.7115 2.6302
H 1.7862 1.8429 0.9216
H 0.1427 2.2625 1.4106
H 1.3264 -0.5716 1.6444
H -0.3388 -0.1325 1.9630
H -1.7643 -0.7727 -0.4394
H -0.7956 -2.0036 0.3877
H -0.5950 -1.6797 -1.3799
O -0.7249 -0.2398 -3.3262
H -0.1341 0.1553 -2.6612
H -0.1285 -0.6696 -3.9487
*
```

Calculated values
**Calculated total energy**: -308.8897 hartree
**Frontier orbital gap**: 0.3998 Ha
**SMILES**: CCC(C)=O.O
**Maximum force**: 0.47 eV/Å
**Energy above the lowest of the compared OMol25 structures with the same formula, charge and spin**: 22.14 kJ/mol
**HOMO level**: -10.01 eV


The following is a DFT calculation (ωB97M-V/def2-TZVPD) of a structure of composition C24H48CrF9N3O14S3 in a non-equilibrium geometry.

ORCA input file:
```
! RIJCOSX wB97M-V def2-TZVPD def2/J DEFGRID3
* xyz -1 4
Cr -21.1518 -13.7023 0.3526
C -18.2785 -10.0488 0.7623
F -17.5962 -9.0227 0.3076
F -17.4672 -11.1024 0.9537
F -18.9061 -9.7497 1.9210
S -19.5464 -10.7029 -0.4412
O -20.1938 -11.8626 0.1887
O -20.4569 -9.5594 -0.5408
O -18.8650 -11.0494 -1.6690
C -17.9361 -16.4703 -0.9909
F -17.3139 -16.8000 -2.1166
F -19.2210 -16.8740 -1.1263
F -17.4082 -16.9763 0.0968
S -17.9451 -14.5386 -0.7867
O -16.9015 -14.1585 0.1591
O -17.7579 -13.9518 -2.1009
O -19.3449 -14.2864 -0.3112
C -22.3661 -14.9246 -3.8342
F -21.4705 -15.8740 -3.5907
F -22.5506 -14.8077 -5.1519
F -23.4791 -15.2814 -3.2075
S -21.7139 -13.2866 -3.0949
O -20.3971 -13.1991 -3.6928
O -22.5332 -12.1400 -3.4434
O -21.4743 -13.4640 -1.6239
C -22.2979 -17.0202 3.1641
C -21.6140 -17.7245 1.9842
C -21.7761 -19.2618 1.7994
C -23.2651 -19.5829 1.5480
C -23.7454 -18.8932 0.2229
C -22.8346 -17.7681 -0.3087
N -22.1033 -17.0838 0.7426
O -21.8355 -15.7173 0.5891
C -23.8214 -16.8844 -1.1112
C -21.9169 -18.5033 -1.3859
C -20.0851 -17.5694 2.2088
H -21.8997 -16.0442 3.4288
H -22.1251 -17.6960 4.0118
H -23.3867 -16.9828 3.0949
H -21.4137 -19.9310 2.5838
H -21.1269 -19.5426 0.9707
H -23.9023 -19.3786 2.4062
H -23.2803 -20.6459 1.2969
H -24.8175 -18.7202 0.3425
H -23.7021 -19.7360 -0.4686
H -24.4068 -17.5862 -1.7021
H -23.2554 -16.1648 -1.6924
H -24.4634 -16.4286 -0.3555
H -22.5215 -18.6726 -2.2789
H -21.5778 -19.4889 -1.0598
H -21.0031 -17.9639 -1.6288
H -19.6716 -17.9847 3.1282
H -19.8088 -16.5261 2.0949
H -19.5607 -18.1032 1.4117
C -21.8464 -10.0496 2.4373
O -21.7004 -11.4529 2.3924
C -21.6181 -11.9827 3.6639
C -21.2882 -13.4882 3.5282
N -20.4006 -13.9508 2.3929
C -19.0851 -13.3340 2.6806
C -18.2755 -13.9799 3.8138
O -18.2831 -15.3947 3.7298
C -17.2203 -15.9066 4.5563
H -21.0015 -9.4345 2.7541
H -22.8140 -9.7767 2.8590
H -21.8262 -9.7836 1.3771
H -22.5672 -11.9186 4.2056
H -20.8049 -11.5744 4.2749
H -22.2585 -13.9669 3.3954
H -20.9106 -13.9191 4.4576
H -20.0960 -14.8931 2.6323
H -19.0849 -12.2626 2.8954
H -18.4672 -13.3317 1.7791
H -18.7785 -13.6687 4.7341
H -17.2847 -13.5418 3.6790
H -17.2095 -16.9887 4.6376
H -17.0761 -15.4239 5.5268
H -16.3130 -15.5644 4.0459
C -25.6165 -9.8575 1.8493
O -24.6190 -10.6676 1.2425
C -24.4690 -10.6696 -0.1575
C -23.3656 -11.6286 -0.5499
N -23.1427 -12.7752 0.3662
C -24.3269 -13.6726 0.2198
C -24.8466 -14.2466 1.5420
O -24.4433 -13.5383 2.7326
C -24.8102 -14.0890 3.9787
H -25.9537 -10.5027 2.6583
H -26.3719 -9.4978 1.1484
H -25.1320 -8.9652 2.2566
H -24.2926 -9.6035 -0.3704
H -25.4910 -10.7542 -0.5610
H -22.4561 -11.0362 -0.6354
H -23.6738 -11.8430 -1.5747
H -23.4517 -12.2768 1.2044
H -24.2698 -14.4815 -0.5147
H -25.1530 -13.2182 -0.3409
H -24.4887 -15.2770 1.5831
H -25.9301 -14.1220 1.5044
H -25.8402 -14.3730 4.1967
H -24.6625 -13.2776 4.7029
H -24.0294 -14.7601 4.3473
*
```

Calculated values
**Calculated total energy**: -5298.6190 hartree
**Frontier orbital gap (alpha / beta)**: 0.2241 / 0.2205 Ha
**Maximum force**: 4.71 eV/Å
**<S²>**: 3.7712
**HOMO level (alpha / beta)**: -4.17 / -3.99 eV


The following is a DFT calculation (ωB97M-V/def2-TZVPD) of an isolated molecule of C5H11N in a non-equilibrium geometry.

ORCA input file:
```
! RIJCOSX wB97M-V def2-TZVPD def2/J DEFGRID3
* xyz 0 1
C 2.2346 0.2572 -0.9442
C 0.7537 0.3142 -1.4603
C -0.1821 -0.6473 -0.7072
C -0.3937 -0.1566 0.7074
C -1.6617 0.0124 1.0795
N -2.1172 0.1626 2.4001
H 2.6224 1.2433 -0.6732
H 2.8820 -0.1247 -1.7280
H 2.2245 -0.2819 0.0003
H 0.4340 1.3635 -1.4422
H 0.7617 0.1174 -2.5407
H -1.1262 -0.7300 -1.2547
H 0.2901 -1.6128 -0.8781
H 0.4970 0.0410 1.2750
H -2.5012 -0.1373 0.4114
H -1.6724 -0.2961 3.1758
H -3.0456 0.4750 2.5790
*
```

Calculated values
**Calculated total energy**: -251.8231 hartree
**Frontier orbital gap**: 0.3370 Ha
**SMILES**: CCC/C=C/N
**Maximum force**: 2.04 eV/Å
**Energy above the lowest of the compared OMol25 structures with the same formula, charge and spin**: 103.57 kJ/mol
**HOMO level**: -7.95 eV


The following is a DFT calculation (ωB97M-V/def2-TZVPD) of a cluster of 11 separate species, C32H60N4O10S3 in total in a non-equilibrium geometry.

ORCA input file:
```
! RIJCOSX wB97M-V def2-TZVPD def2/J DEFGRID3
* xyz 1 2
C -0.5224 2.1106 -3.6645
C -2.0294 2.1881 -3.4676
O -2.6552 1.2745 -2.9937
C -2.8007 3.2990 -4.1509
H -0.0232 3.0749 -3.5694
H -0.4436 1.7338 -4.6843
H 0.0344 1.4929 -2.9598
H -2.2581 4.0261 -4.7551
H -3.2710 3.8284 -3.3223
H -3.4334 2.7673 -4.8616
C 2.2394 0.7584 3.3004
C 3.1571 1.7095 2.4375
O 3.1800 1.6554 1.2201
C 3.9024 2.7958 3.1115
H 1.3882 0.4172 2.7113
H 1.8527 1.3671 4.1177
H 2.8422 -0.0475 3.7191
H 4.9415 2.4837 3.2166
H 3.5550 2.9277 4.1362
H 3.7585 3.7374 2.5816
C -0.9043 0.5203 -0.2760
C -0.2022 -0.6910 0.2943
O -0.6747 -1.3362 1.2105
C 1.2256 -0.9364 -0.1608
H -1.9488 0.4189 0.0188
H -0.7069 0.7002 -1.3328
H -0.6262 1.4527 0.2153
H 1.7733 -0.0350 0.1146
H 1.4448 -1.1138 -1.2136
H 1.8401 -1.6858 0.3381
C 4.8982 -2.7809 -4.2122
C 4.0431 -3.5401 -3.2131
O 3.2870 -4.4141 -3.5471
C 4.0706 -3.0405 -1.7854
H 4.3568 -2.7212 -5.1563
H 5.8914 -3.2300 -4.2189
H 5.0260 -1.7637 -3.8419
H 3.4039 -3.6757 -1.2022
H 3.7990 -1.9868 -1.7211
H 5.0940 -3.2391 -1.4673
C 0.4133 -2.9385 -3.9292
C 1.1003 -1.6664 -3.7616
N 1.6644 -0.6743 -3.6314
H 0.1960 -3.3728 -2.9534
H 1.0504 -3.6984 -4.3817
H -0.3713 -2.8262 -4.6775
C -2.8853 6.2228 -0.5298
C -2.1741 5.0100 -0.0252
N -1.6701 4.0441 0.3563
H -3.7419 6.0254 -1.1742
H -2.0733 6.8114 -0.9570
H -3.2808 6.7665 0.3281
C -0.2480 -3.5804 2.9823
C 0.9454 -3.1306 3.6637
N 1.9334 -2.8742 4.2602
H -0.0256 -3.4749 1.9205
H -1.1112 -3.0606 3.3980
H -0.3868 -4.6500 3.1396
C 1.3854 4.1506 -0.5809
C 2.7342 4.6691 -0.2422
N 3.7262 5.1646 0.0400
H 1.2891 4.1035 -1.6656
H 0.6317 4.8486 -0.2164
H 1.1223 3.2493 -0.0272
C -5.4542 1.7792 3.7746
C -4.7030 1.1407 2.5828
C -4.4117 2.3004 1.6460
S -5.9478 3.3009 1.5982
O -6.7609 2.9819 0.4031
O -5.7224 4.6467 2.0720
C -6.6893 2.3763 3.0729
H -4.8201 2.5305 4.2452
H -5.6315 1.1227 4.6265
H -5.4065 0.4461 2.1239
H -3.7703 0.6214 2.8033
H -3.9336 2.1499 0.6781
H -3.7118 2.9391 2.1849
H -7.2911 1.6255 2.5610
H -7.3671 2.9763 3.6801
C -4.2755 -2.3862 -0.3284
C -5.1316 -3.6276 -0.5869
C -4.7076 -4.3320 -1.8988
S -3.6053 -3.1276 -2.8372
O -4.0109 -2.9815 -4.2133
O -2.1789 -3.5041 -2.4876
C -4.0755 -1.7038 -1.7453
H -3.3121 -2.6752 0.0917
H -4.6420 -1.7360 0.4660
H -6.1865 -3.3549 -0.6192
H -4.9719 -4.2724 0.2773
H -5.5723 -4.5117 -2.5377
H -4.1504 -5.2688 -1.9129
H -5.0872 -1.4128 -2.0282
H -3.3878 -0.8622 -1.8287
C 6.4179 -0.6828 1.1976
C 5.4035 -1.8634 0.8983
C 4.7753 -2.2850 2.2257
S 5.7408 -1.6505 3.6401
O 6.3151 -2.7416 4.4565
O 5.0493 -0.5396 4.2924
C 7.0405 -1.0446 2.5495
H 5.8057 0.2114 1.3150
H 7.1141 -0.5036 0.3783
H 6.0189 -2.6910 0.5455
H 4.6516 -1.4865 0.2050
H 4.7668 -3.3659 2.3657
H 3.7401 -2.0009 2.4150
H 7.6904 -1.9014 2.3716
H 7.6581 -0.2558 2.9790
*
```

Calculated values
**Calculated total energy**: -3420.8053 hartree
**Frontier orbital gap (alpha / beta)**: 0.2533 / 0.1108 Ha
**Maximum force**: 4.24 eV/Å
**<S²>**: 0.7569
**HOMO level (alpha / beta)**: -11.60 / -11.60 eV